Formula: C8H13NO
Source: the Open Molecules 2025 dataset
Level of theory: the ωB97M-V functional and the def2-TZVPD basis

Summary:
total energy = -442.5427 hartree
energy above the lowest of the compared OMol25 structures with the same formula, charge and spin = 227.3 kJ/mol
E_HOMO = -9.12 eV
orbital gap = 8.7 eV
SMILES = CC(=O)C#N.C=C(C)CC

Bonds (Å) are listed after each position.
Element x y z (Å)
1 O -1.066 -0.526 -1.448  C7 1.215
2 N -1.361 2.289 0.605  C4 1.189
3 C 1.321 -0.813 0.385  C5 1.503, C6 1.323, C9 1.518
4 C -1.491 1.320 -0.072  N2 1.189, C7 1.471
5 C 2.434 0.043 -0.147  C3 1.503, C10 1.534, H11 1.111, H21 1.116
6 C 1.177 -1.975 -0.232  C3 1.323, H13 1.072, H20 1.095
7 C -1.744 -0.044 -0.561  O1 1.215, C4 1.471, C8 1.514
8 C -2.837 -0.800 0.164  C7 1.514, H15 1.084, H18 1.101, H19 1.091
9 C 0.597 -0.543 1.692  C3 1.518, H12 1.143, H22 1.081, H23 1.074
10 C 2.338 1.510 -0.587  C5 1.534, H14 1.099, H16 1.100, H17 1.104
11 H 2.817 -0.495 -1.041  C5 1.111
12 H 1.053 0.400 2.150  C9 1.143
13 H 1.743 -2.178 -1.119  C6 1.072
14 H 3.170 1.773 -1.257  C10 1.099
15 H -3.181 -0.263 1.041  C8 1.084
16 H 2.489 2.171 0.279  C10 1.100
17 H 1.446 1.703 -1.206  C10 1.104
18 H -2.458 -1.788 0.466  C8 1.101
19 H -3.695 -0.930 -0.498  C8 1.091
20 H 0.387 -2.668 0.076  C6 1.095
21 H 3.267 0.012 0.595  C5 1.116
22 H 0.707 -1.390 2.354  C9 1.081
23 H -0.462 -0.364 1.650  C9 1.074

Here is what Mulliken gives for the atomic charges, in e: atom 1 (O): -0.47, atom 2 (N): -0.40, atom 3 (C): 1.08, atom 4 (C): 0.19, atom 5 (C): -0.63, atom 6 (C): -1.06, atom 7 (C): 0.76, atom 8 (C): -1.04, atom 9 (C): -1.19, atom 10 (C): -1.12, atom 11 (H): 0.28, atom 12 (H): 0.26, atom 13 (H): 0.27, atom 14 (H): 0.37, atom 15 (H): 0.33, atom 16 (H): 0.29, atom 17 (H): 0.28, atom 18 (H): 0.28, atom 19 (H): 0.37, atom 20 (H): 0.25, atom 21 (H): 0.27, atom 22 (H): 0.41, atom 23 (H): 0.20

***

Formula: C8H13NO3
Source: the Open Molecules 2025 dataset
Level of theory: the ωB97M-V functional and the def2-TZVPD basis

Summary:
total energy = -593.0311 hartree
energy above the lowest of the compared OMol25 structures with the same formula, charge and spin = 266.0 kJ/mol
E_HOMO = -8.85 eV
orbital gap = 9.6 eV
SMILES = CC/C=C/N=C(/C)OC(=O)OC

Bonds (Å) are listed after each position.
Element x y z (Å)
1 O -1.126 1.945 -0.447  C5 1.401, C10 1.378
2 O -2.632 0.319 -0.246  C5 1.322, C12 1.439
3 O -2.893 1.804 -1.860  C5 1.158
4 N -0.751 -0.582 1.007  C9 1.373, C12 1.244
5 C -2.325 1.407 -0.932  O1 1.401, O2 1.322, O3 1.158
6 C -2.788 -0.181 2.110  C12 1.483, H15 1.131, H17 1.123, H20 1.126
7 C 2.655 -1.126 -0.560  C8 1.563, C11 1.504, H13 1.113, H25 1.028
8 C 3.357 -2.509 -0.370  C7 1.563, H18 1.092, H21 1.110, H23 1.151
9 C 0.178 -0.811 0.022  N4 1.373, C11 1.387, H24 1.084
10 C -0.570 2.989 -1.153  O1 1.378, H16 1.117, H19 1.036, H22 1.224
11 C 1.486 -1.093 0.385  C7 1.504, C9 1.387, H14 1.071
12 C -1.921 -0.169 0.907  O2 1.439, N4 1.244, C6 1.483
13 H 3.342 -0.277 -0.347  C7 1.113
14 H 1.717 -1.216 1.424  C11 1.071
15 H -2.355 -0.777 2.968  C6 1.131
16 H 0.525 2.776 -1.102  C10 1.117
17 H -3.044 0.843 2.493  C6 1.123
18 H 2.587 -3.212 -0.695  C8 1.092
19 H -0.869 3.084 -2.141  C10 1.036
20 H -3.705 -0.744 1.782  C6 1.126
21 H 4.329 -2.485 -0.906  C8 1.110
22 H -0.898 4.043 -0.624  C10 1.224
23 H 3.371 -2.516 0.781  C8 1.151
24 H -0.094 -0.377 -0.934  C9 1.084
25 H 2.421 -1.137 -1.561  C7 1.028

Here is what Mulliken gives for the atomic charges, in e: atom 1 (O): -0.27, atom 2 (O): -0.37, atom 3 (O): -0.49, atom 4 (N): -0.33, atom 5 (C): 0.69, atom 6 (C): -1.01, atom 7 (C): -0.59, atom 8 (C): -0.98, atom 9 (C): -0.33, atom 10 (C): -0.74, atom 11 (C): -0.27, atom 12 (C): 0.79, atom 13 (H): 0.32, atom 14 (H): 0.42, atom 15 (H): 0.30, atom 16 (H): 0.23, atom 17 (H): 0.25, atom 18 (H): 0.29, atom 19 (H): 0.39, atom 20 (H): 0.29, atom 21 (H): 0.33, atom 22 (H): 0.21, atom 23 (H): 0.25, atom 24 (H): 0.28, atom 25 (H): 0.34

***

Formula: C8H13NO3S
Source: the Open Molecules 2025 dataset
Level of theory: the ωB97M-V functional and the def2-TZVPD basis

Summary:
total energy = -991.2414 hartree
energy above the lowest of the compared OMol25 structures with the same formula, charge and spin = 214.1 kJ/mol
E_HOMO = -7.46 eV
orbital gap = 8.1 eV
SMILES = CN(C)C1=CC=C[C@H](S(=O)(=O)O)C1

Bonds (Å) are listed after each position.
Element x y z (Å)
1 S -2.095 -0.699 0.072  O2 1.441, O3 1.432, O4 1.625, C11 1.861
2 O -1.288 -1.875 -0.135  S1 1.441
3 O -3.512 -0.874 -0.043  S1 1.432
4 O -1.777 -0.200 1.585  S1 1.625, H18 0.959
5 N 1.681 -0.446 0.069  C8 1.368, C12 1.440, C13 1.446
6 C 0.379 1.439 0.710  C7 1.433, C8 1.358, H14 1.077
7 C -0.773 2.276 0.544  C6 1.433, C10 1.340, H21 1.079
8 C 0.683 0.457 -0.178  N5 1.368, C6 1.358, C9 1.509
9 C -0.132 0.392 -1.446  C8 1.509, C11 1.512, H22 1.088, H25 1.097
10 C -1.740 1.936 -0.320  C7 1.340, C11 1.476, H16 1.076
11 C -1.568 0.675 -1.067  S1 1.861, C9 1.512, C10 1.476, H23 1.088
12 C 2.253 -1.234 -0.991  N5 1.440, H15 1.089, H19 1.092, H24 1.097
13 C 1.749 -1.082 1.367  N5 1.446, H17 1.093, H20 1.097, H26 1.086
14 H 0.964 1.574 1.604  C6 1.077
15 H 2.399 -0.616 -1.876  C12 1.089
16 H -2.665 2.478 -0.414  C10 1.076
17 H 2.774 -1.069 1.746  C13 1.093
18 H -1.744 -0.998 2.116  O4 0.959
19 H 3.230 -1.588 -0.658  C12 1.092
20 H 1.412 -2.122 1.286  C13 1.097
21 H -0.865 3.149 1.170  C7 1.079
22 H -0.066 -0.597 -1.895  C9 1.088
23 H -2.255 0.559 -1.903  C11 1.088
24 H 1.637 -2.105 -1.246  C12 1.097
25 H 0.220 1.139 -2.167  C9 1.097
26 H 1.099 -0.570 2.070  C13 1.086

Here is what Mulliken gives for the atomic charges, in e: atom 1 (S): 1.27, atom 2 (O): -0.62, atom 3 (O): -0.68, atom 4 (O): -0.44, atom 5 (N): 0.05, atom 6 (C): -0.37, atom 7 (C): -0.28, atom 8 (C): 0.24, atom 9 (C): -0.78, atom 10 (C): -1.02, atom 11 (C): -0.32, atom 12 (C): -1.10, atom 13 (C): -1.07, atom 14 (H): 0.54, atom 15 (H): 0.36, atom 16 (H): 0.37, atom 17 (H): 0.34, atom 18 (H): 0.36, atom 19 (H): 0.33, atom 20 (H): 0.30, atom 21 (H): 0.39, atom 22 (H): 0.47, atom 23 (H): 0.56, atom 24 (H): 0.35, atom 25 (H): 0.40, atom 26 (H): 0.36

***

Formula: C8H13O4P
Source: the Open Molecules 2025 dataset
Level of theory: the ωB97M-V functional and the def2-TZVPD basis

Summary:
total energy = -954.9543 hartree
energy above the lowest of the compared OMol25 structures with the same formula, charge and spin = 0.0 kJ/mol
E_HOMO = -8.69 eV
orbital gap = 9.5 eV
SMILES = C=C[P@@](=O)(OC)OC(C)=C=C(C)O

Bonds (Å) are listed after each position.
Element x y z (Å)
1 P 0.295 1.138 0.832  O2 1.604, O4 1.608, O5 1.474, C6 1.805
2 O -1.053 0.365 0.437  P1 1.604, C7 1.420
3 O 2.033 -1.498 -1.479  C9 1.356, H21 0.973
4 O 0.069 1.631 2.346  P1 1.608, C8 1.417
5 O 1.505 0.313 0.667  P1 1.474
6 C 0.209 2.729 -0.017  P1 1.805, C11 1.318, H20 1.079
7 C -0.963 -1.002 0.067  O2 1.420, C10 1.298, C12 1.495
8 C 0.523 0.820 3.415  O4 1.417, H15 1.093, H25 1.094, H26 1.090
9 C 0.727 -1.439 -1.837  O3 1.356, C10 1.314, C13 1.498
10 C -0.230 -1.371 -0.940  C7 1.298, C9 1.314
11 C -0.418 2.878 -1.167  C6 1.318, H16 1.079, H24 1.079
12 C -1.813 -1.883 0.925  C7 1.495, H14 1.090, H17 1.089, H23 1.086
13 C 0.484 -1.608 -3.306  C9 1.498, H18 1.090, H19 1.087, H22 1.088
14 H -1.448 -1.860 1.952  C12 1.090
15 H -0.229 0.072 3.679  C8 1.093
16 H -0.946 2.055 -1.622  C11 1.079
17 H -2.841 -1.523 0.923  C12 1.089
18 H 0.630 -2.652 -3.584  C13 1.090
19 H -0.529 -1.310 -3.563  C13 1.087
20 H 0.748 3.532 0.463  C6 1.079
21 H 2.122 -1.095 -0.598  O3 0.973
22 H 1.203 -1.008 -3.859  C13 1.088
23 H -1.783 -2.903 0.554  C12 1.086
24 H -0.445 3.820 -1.693  C11 1.079
25 H 1.454 0.315 3.141  C8 1.094
26 H 0.695 1.481 4.265  C8 1.090

Here is what Mulliken gives for the atomic charges, in e: atom 1 (P): 1.10, atom 2 (O): -0.32, atom 3 (O): -0.53, atom 4 (O): -0.33, atom 5 (O): -0.74, atom 6 (C): -0.33, atom 7 (C): 0.52, atom 8 (C): -0.70, atom 9 (C): 0.64, atom 10 (C): -0.15, atom 11 (C): -0.66, atom 12 (C): -1.28, atom 13 (C): -1.33, atom 14 (H): 0.26, atom 15 (H): 0.24, atom 16 (H): 0.24, atom 17 (H): 0.32, atom 18 (H): 0.30, atom 19 (H): 0.33, atom 20 (H): 0.33, atom 21 (H): 0.45, atom 22 (H): 0.38, atom 23 (H): 0.37, atom 24 (H): 0.28, atom 25 (H): 0.34, atom 26 (H): 0.26

***

What did the fourth record say?
Formula: C8H13O4P
Source: the Open Molecules 2025 dataset
Level of theory: the ωB97M-V functional and the def2-TZVPD basis

Summary:
total energy = -954.9543 hartree
energy above the lowest of the compared OMol25 structures with the same formula, charge and spin = 0.0 kJ/mol
E_HOMO = -8.69 eV
orbital gap = 9.5 eV
SMILES = C=C[P@@](=O)(OC)OC(C)=C=C(C)O

Bonds (Å) are listed after each position.
Element x y z (Å)
1 P 0.295 1.138 0.832  O2 1.604, O4 1.608, O5 1.474, C6 1.805
2 O -1.053 0.365 0.437  P1 1.604, C7 1.420
3 O 2.033 -1.498 -1.479  C9 1.356, H21 0.973
4 O 0.069 1.631 2.346  P1 1.608, C8 1.417
5 O 1.505 0.313 0.667  P1 1.474
6 C 0.209 2.729 -0.017  P1 1.805, C11 1.318, H20 1.079
7 C -0.963 -1.002 0.067  O2 1.420, C10 1.298, C12 1.495
8 C 0.523 0.820 3.415  O4 1.417, H15 1.093, H25 1.094, H26 1.090
9 C 0.727 -1.439 -1.837  O3 1.356, C10 1.314, C13 1.498
10 C -0.230 -1.371 -0.940  C7 1.298, C9 1.314
11 C -0.418 2.878 -1.167  C6 1.318, H16 1.079, H24 1.079
12 C -1.813 -1.883 0.925  C7 1.495, H14 1.090, H17 1.089, H23 1.086
13 C 0.484 -1.608 -3.306  C9 1.498, H18 1.090, H19 1.087, H22 1.088
14 H -1.448 -1.860 1.952  C12 1.090
15 H -0.229 0.072 3.679  C8 1.093
16 H -0.946 2.055 -1.622  C11 1.079
17 H -2.841 -1.523 0.923  C12 1.089
18 H 0.630 -2.652 -3.584  C13 1.090
19 H -0.529 -1.310 -3.563  C13 1.087
20 H 0.748 3.532 0.463  C6 1.079
21 H 2.122 -1.095 -0.598  O3 0.973
22 H 1.203 -1.008 -3.859  C13 1.088
23 H -1.783 -2.903 0.554  C12 1.086
24 H -0.445 3.820 -1.693  C11 1.079
25 H 1.454 0.315 3.141  C8 1.094
26 H 0.695 1.481 4.265  C8 1.090

Here is what Mulliken gives for the atomic charges, in e: atom 1 (P): 1.10, atom 2 (O): -0.32, atom 3 (O): -0.53, atom 4 (O): -0.33, atom 5 (O): -0.74, atom 6 (C): -0.33, atom 7 (C): 0.52, atom 8 (C): -0.70, atom 9 (C): 0.64, atom 10 (C): -0.15, atom 11 (C): -0.66, atom 12 (C): -1.28, atom 13 (C): -1.33, atom 14 (H): 0.26, atom 15 (H): 0.24, atom 16 (H): 0.24, atom 17 (H): 0.32, atom 18 (H): 0.30, atom 19 (H): 0.33, atom 20 (H): 0.33, atom 21 (H): 0.45, atom 22 (H): 0.38, atom 23 (H): 0.37, atom 24 (H): 0.28, atom 25 (H): 0.34, atom 26 (H): 0.26

***

Q: Among the records above, which one has the lowest E_HOMO?
A: C8H13NO

***

Q: What is the total energy in the second record?
A: -593.0311 hartree